Record 1
Formula: C19H32AsMnOPS4Si2
Source: OMol25
Level of theory: wB97M-V/def2-TZVPD

Calculated values
LUMO energy (alpha / beta) = -3.95 / -3.84 eV
DFT total energy = -182807.9378 eV
Energy above the lowest of the compared OMol25 structures with the same formula, charge and spin = 15.9 kcal/mol
Net charge = +1
E_HOMO (alpha / beta) = -11.14 / -11.23 eV

Structure (XYZ):
```
61
Properties=species:S:1:pos:R:3:lowdin_charge:R:1
Mn -0.844 -0.178 0.723 -0.167
O 4.913 -0.316 2.628 -0.002
C 3.788 -0.108 2.311 -0.995
S 2.401 -0.224 3.406 1.011
C 1.136 0.185 2.226 -1.123
C 1.581 0.492 0.971 -1.065
S 0.633 0.982 -0.428 0.495
S 3.312 0.348 0.660 0.986
S -0.471 0.126 2.813 0.688
C 1.027 4.046 -2.824 -0.208
Si 1.384 4.322 -0.972 0.349
C 1.040 6.108 -0.410 -0.211
C 3.188 3.840 -0.569 -0.218
As -0.099 2.976 0.406 0.792
Si -2.184 3.004 -0.811 0.360
C -3.386 2.513 0.591 -0.220
C -2.601 4.757 -1.419 -0.203
C -2.169 1.731 -2.238 -0.214
H 1.728 4.606 -3.434 0.033
H 0.028 4.377 -3.094 0.006
H 1.115 3.000 -3.103 0.020
H 1.612 6.818 -0.998 0.034
H 1.313 6.249 0.633 0.031
H -0.011 6.362 -0.513 0.011
H 3.874 4.540 -1.037 0.034
H 3.443 2.849 -0.935 -0.005
H 3.383 3.864 0.501 0.030
H -3.477 3.329 1.305 0.037
H -2.992 1.639 1.122 -0.018
H -4.383 2.270 0.243 0.034
H -2.556 5.470 -0.601 0.029
H -3.606 4.782 -1.825 0.034
H -1.925 5.095 -2.198 0.011
H -1.826 0.752 -1.876 -0.024
H -1.520 2.044 -3.050 0.024
H -3.163 1.600 -2.651 0.029
C -1.470 -3.602 0.506 -0.226
P -0.209 -2.308 0.257 0.799
C 0.402 -2.676 -1.424 -0.220
C 1.147 -2.906 1.327 -0.225
H -1.013 -4.585 0.393 0.058
H -2.265 -3.469 -0.226 0.047
H -1.895 -3.496 1.504 0.057
H 0.624 -3.740 -1.505 0.058
H 1.299 -2.096 -1.634 0.046
H -0.375 -2.401 -2.137 0.051
H 1.344 -3.951 1.085 0.063
H 0.845 -2.828 2.373 0.052
H 2.058 -2.332 1.163 0.028
C -2.440 -0.529 0.302 -0.081
C -3.820 -0.780 0.126 -0.308
C -4.632 -0.860 1.276 -0.018
C -5.999 -0.960 1.148 -0.050
C -6.585 -0.985 -0.111 -0.038
C -5.792 -0.947 -1.250 -0.052
C -4.421 -0.859 -1.141 -0.026
H -4.156 -0.820 2.246 0.124
H -6.616 -1.007 2.030 0.115
H -7.660 -1.043 -0.202 0.117
H -6.252 -0.974 -2.226 0.114
H -3.790 -0.843 -2.014 0.112
```


Record 2
Formula: C19H32Br2ClN2O2P3
Source: OMol25
Level of theory: wB97M-V/def2-TZVPD

Calculated values
Structure (SMILES) = CCC[C@@H](C)P(Cl)([PH2]=O)([C@H](Br)[C@H](C)Br)P(C)O.c1ccncc1.c1ccncc1
LUMO energy = 0.35 eV
DFT total energy = -207770.6950 eV
Energy above the lowest of the compared OMol25 structures with the same formula, charge and spin = 0.0 kcal/mol
Net charge = 0
E_HOMO = -7.89 eV

Structure (XYZ):
```
61
Properties=species:S:1:pos:R:3:lowdin_charge:R:1
C 1.395 -1.900 -1.223 -0.120
C 0.291 -1.222 -2.025 -0.243
C -0.946 -0.895 -1.151 -0.285
C -1.442 0.528 -1.406 -0.555
C -2.103 0.626 -2.780 -0.117
P -2.555 1.315 -0.127 0.467
Cl -3.265 -0.711 0.561 0.213
P -1.742 1.474 2.031 0.556
O -2.533 0.738 3.024 -0.519
C -4.394 1.836 -0.263 -0.883
Br -5.440 0.648 -1.420 0.675
C -4.798 3.264 -0.602 -0.883
C -6.255 3.533 -0.220 -0.173
Br -4.596 3.736 -2.478 0.727
P -1.708 3.431 -0.406 0.727
C -1.066 3.678 -2.095 -0.325
O -0.258 3.264 0.372 -0.439
H 2.328 -1.902 -1.783 0.072
H 1.549 -1.398 -0.274 0.045
H 1.116 -2.933 -1.034 0.065
H -0.016 -1.912 -2.810 0.107
H 0.669 -0.334 -2.536 0.095
H -1.731 -1.600 -1.399 0.080
H -0.657 -1.031 -0.113 0.078
H -0.547 1.151 -1.380 0.059
H -1.325 0.635 -3.544 0.086
H -2.743 -0.235 -2.941 0.076
H -2.671 1.542 -2.914 0.020
H -0.408 1.036 1.946 -0.007
H -1.748 2.832 2.354 -0.010
H -4.792 1.627 0.728 0.046
H -4.172 3.961 -0.061 0.022
H -6.925 3.225 -1.015 0.048
H -6.525 2.969 0.670 0.082
H -6.392 4.597 -0.054 0.079
H -0.440 4.568 -2.044 0.039
H -1.866 3.878 -2.795 -0.027
H -0.454 2.864 -2.483 0.028
H 0.364 2.637 -0.021 0.019
N 2.604 1.599 1.085 0.059
C 3.120 0.917 0.065 -0.166
C 4.218 0.078 0.179 -0.075
C 4.812 -0.063 1.422 -0.079
C 4.284 0.640 2.494 -0.067
C 3.186 1.457 2.273 -0.146
H 2.630 1.048 -0.894 0.102
H 4.590 -0.455 -0.684 0.105
H 5.670 -0.709 1.553 0.107
H 4.716 0.564 3.482 0.103
H 2.751 2.029 3.084 0.108
N 2.100 -4.641 0.852 0.061
C 2.338 -5.937 1.029 -0.150
C 3.359 -6.430 1.829 -0.073
C 4.180 -5.525 2.481 -0.081
C 3.944 -4.172 2.305 -0.072
C 2.896 -3.783 1.484 -0.151
H 1.675 -6.615 0.503 0.104
H 3.502 -7.496 1.936 0.101
H 4.987 -5.868 3.115 0.105
H 4.557 -3.427 2.795 0.096
H 2.683 -2.731 1.324 0.088
```


Record 3
Formula: C19H32Br3ClF7LiN3NaO8PS3
Source: OMol25
Level of theory: wB97M-V/def2-TZVPD

Calculated values
LUMO energy = -6.98 eV
DFT total energy = -329134.6866 eV
Energy above the lowest of the compared OMol25 structures with the same formula, charge and spin = 0.0 kcal/mol
Net charge = +1
E_HOMO = -9.10 eV

Structure (XYZ):
```
79
Properties=species:S:1:pos:R:3:lowdin_charge:R:1
C -2.924 5.290 3.133 -0.125
C -1.705 4.656 2.236 -0.131
C -0.401 4.153 3.156 -0.273
O 0.287 3.128 2.659 -0.073
O -0.136 4.930 4.362 -0.138
C 0.195 4.121 5.538 -0.833
S 1.996 3.485 5.464 0.825
P 0.207 5.397 7.014 0.744
N 0.876 4.814 8.363 -0.331
S -1.045 2.811 6.015 0.858
O -1.386 2.914 7.555 -0.373
O -2.449 2.961 5.311 -0.340
C -0.395 1.025 5.810 -0.291
F 0.122 0.745 4.453 -0.019
F 0.583 0.749 6.907 -0.073
F -1.588 0.140 6.023 -0.007
H -3.617 6.021 2.501 0.093
H -3.636 4.388 3.444 0.082
H -2.590 5.841 4.110 0.093
H -2.048 3.803 1.514 0.073
H -1.296 5.531 1.534 0.141
H 2.745 4.274 6.354 -0.053
H -1.160 5.794 7.337 0.035
H 0.943 6.562 6.570 0.043
H 1.151 3.823 8.194 -0.053
O -0.862 1.570 -0.016 0.216
H -0.695 2.175 -0.783 0.188
H -0.567 1.977 0.838 0.155
H -0.445 0.682 -0.158 0.176
C 0.114 -3.245 -1.087 -0.074
C -0.286 -2.104 -2.004 -0.234
O 0.356 -2.237 -3.281 0.019
C -0.250 -3.081 -4.176 -0.295
O -1.278 -3.709 -3.937 0.134
C 0.506 -3.088 -5.504 -0.458
F 1.858 -3.164 -5.342 0.156
F 0.275 -1.957 -6.232 0.148
F 0.164 -4.134 -6.308 0.127
H 1.203 -3.310 -1.006 0.015
H -0.308 -3.104 -0.088 0.078
H -0.234 -4.205 -1.479 0.095
H 0.051 -1.154 -1.576 0.085
H -1.375 -2.037 -2.116 0.112
C 6.530 5.406 3.435 -0.278
S 4.758 5.469 3.079 0.830
O 4.032 5.099 4.339 -0.646
C 4.734 4.021 1.994 -0.280
H 6.772 6.209 4.136 0.048
H 6.789 4.444 3.884 0.053
H 7.094 5.553 2.511 0.049
H 5.102 3.144 2.531 0.056
H 5.355 4.212 1.116 0.047
H 3.704 3.844 1.675 0.016
N -3.218 -5.328 -8.070 0.053
C -4.565 -5.388 -8.162 -0.134
C -5.426 -4.863 -7.211 -0.072
C -4.875 -4.241 -6.096 -0.076
C -3.491 -4.165 -5.972 -0.069
C -2.712 -4.716 -6.977 -0.129
H -4.946 -5.886 -9.048 0.107
H -6.500 -4.938 -7.338 0.104
H -5.518 -3.819 -5.329 0.102
H -3.031 -3.687 -5.115 0.070
H -1.628 -4.679 -6.928 0.082
F 2.040 4.519 2.843 -0.518
Na 0.920 -0.646 8.684 0.880
C 2.282 -5.226 2.310 -1.587
Br 2.809 -4.927 0.461 0.543
Br 1.074 -3.842 2.951 0.340
Br 1.547 -7.007 2.574 0.522
H 3.191 -5.162 2.916 -0.032
Cl -0.254 -2.403 4.241 -0.386
C -0.495 -5.483 -9.929 -0.090
C 0.455 -6.652 -10.132 -0.211
N 1.243 -7.622 -10.300 0.077
H -1.237 -5.733 -9.166 0.029
H 0.064 -4.600 -9.606 0.070
H -1.011 -5.255 -10.866 0.077
Li -2.544 1.116 -0.744 0.835
```


Record 4
Formula: C19H32F3N6O4Pr
Source: OMol25
Level of theory: wB97M-V/def2-TZVPD

Calculated values
Spin multiplicity = 3
LUMO energy (alpha / beta) = 0.43 / 0.43 eV
DFT total energy = -59576.6432 eV
Energy above the lowest of the compared OMol25 structures with the same formula, charge and spin = 32.9 kcal/mol
Net charge = 0
E_HOMO (alpha / beta) = -8.54 / -8.55 eV

Structure (XYZ):
```
65
Properties=species:S:1:pos:R:3:mulliken_spin:R:1
Pr 0.539 0.586 0.760 2.002
N 2.439 2.532 1.036 0.001
C 1.898 3.341 -0.075 0.001
C 1.478 2.463 -1.268 -0.001
O 0.961 3.025 -2.237 -0.002
N 1.771 1.174 -1.098 -0.005
C 1.339 0.271 -2.169 -0.005
C 0.527 -0.856 -1.520 0.009
O 0.885 -2.026 -1.653 0.002
O -0.459 -0.478 -0.781 -0.005
H 2.524 3.115 1.860 0.001
H 3.374 2.242 0.779 0.001
H 2.612 4.075 -0.454 0.000
H 1.013 3.879 0.267 0.000
H 2.200 -0.159 -2.681 0.000
H 0.727 0.810 -2.891 0.000
C -0.729 -2.818 1.083 0.001
N -0.078 -1.927 2.058 -0.001
C -0.933 -1.892 3.251 0.001
C 1.216 -2.487 2.471 0.000
C 2.280 -2.434 1.388 0.002
N 2.768 -1.072 1.091 -0.006
C 3.611 -1.172 -0.116 0.003
C 3.628 -0.605 2.184 0.003
H -0.841 -3.830 1.499 0.000
H -0.175 -2.871 0.152 0.000
H -1.716 -2.424 0.844 0.000
H -0.992 -2.888 3.712 0.000
H -1.937 -1.575 2.980 0.000
H -0.534 -1.193 3.985 0.000
H 1.086 -3.536 2.776 0.000
H 1.549 -1.936 3.353 0.000
H 1.879 -2.845 0.463 -0.001
H 3.125 -3.064 1.702 0.000
H 4.465 -1.837 0.072 0.000
H 3.976 -0.184 -0.393 0.000
H 3.029 -1.575 -0.940 0.000
H 4.436 -1.324 2.376 0.000
H 3.062 -0.459 3.102 -0.001
H 4.082 0.348 1.915 0.000
C -3.330 2.432 0.961 0.000
C -2.378 2.355 -0.206 -0.001
O -1.174 2.122 -0.029 -0.003
N -2.948 2.590 -1.396 0.000
C -2.373 2.120 -2.641 0.001
C -2.672 0.648 -2.885 0.000
C -2.124 -0.015 -3.979 0.000
C -2.356 -1.371 -4.124 0.000
C -3.153 -2.023 -3.194 0.000
C -3.693 -1.271 -2.167 0.000
N -3.462 0.030 -2.008 0.000
H -2.786 2.649 1.875 0.000
H -3.818 1.461 1.063 0.000
H -4.091 3.194 0.799 0.000
H -3.954 2.624 -1.394 0.000
H -1.295 2.282 -2.613 0.000
H -2.771 2.726 -3.457 0.000
H -1.506 0.523 -4.687 0.000
H -1.905 -1.921 -4.940 0.000
H -3.348 -3.084 -3.262 0.000
H -4.342 -1.725 -1.425 0.000
F -1.182 0.684 2.279 0.000
C -0.336 1.437 3.186 0.003
F 0.015 2.499 2.327 0.000
F 0.895 0.642 3.034 0.000
```